1.
Density functional theory data (the ωB97M-V functional and the def2-TZVPD basis) for a structure of composition C16H32O2OsP2.

```
! RIJCOSX wB97M-V def2-TZVPD def2/J DEFGRID3
* xyz 2 5
Os -1.69741 -1.26947 2.80811
P -1.44254 -1.88447 0.66695
P -0.78346 0.63839 2.29994
O -2.84626 -2.89695 2.81667
O -3.07161 -4.58676 4.26304
C 2.84908 2.14962 -1.86743
C -2.49478 -3.59686 3.87778
C 0.09405 0.42846 0.64277
C -1.81285 2.09360 1.92872
C -2.79678 -2.52996 -0.30558
C -0.71952 -0.47074 -0.28104
C 1.65270 2.76092 -1.98137
C 3.59894 1.36206 -2.90400
C 1.83253 -0.49455 -3.28550
C 3.26434 -0.15039 -2.98286
C 0.50523 1.30460 3.36086
C 1.12049 1.74326 -4.30499
C 0.94788 0.31199 -3.86632
C -2.23153 -0.45599 4.60135
C 0.82643 2.82301 -3.23081
C -0.15663 -3.15303 0.62767
H 1.27022 3.34204 -1.13634
H 2.08914 1.93963 -4.77870
H -3.30971 -0.72891 4.67874
H -3.12846 -3.46636 0.16061
H -2.43209 -2.70704 -1.32674
H -0.24830 2.77043 -2.98673
H 0.36235 1.89496 -5.08898
H 4.65207 1.41259 -2.58510
H 3.39878 2.23506 -0.92583
H 1.07744 -0.02367 0.86319
H 1.00136 3.80908 -3.69633
H 3.58471 -0.61558 -2.03567
H -0.59877 -4.07745 1.01944
H -2.23332 2.49114 2.85608
H 0.15026 -3.27346 -0.41872
H -0.10621 -0.92535 -1.07423
H -2.65632 1.83140 1.28593
H 1.05348 2.10753 2.85752
H -1.19883 2.86064 1.43964
H -2.09254 0.61367 4.84550
H -1.63304 -1.07384 5.31514
H 0.69047 -2.87087 1.26273
H -1.57067 -3.16573 4.38761
H 0.02555 1.67745 4.27060
H 1.55521 -1.53935 -3.07119
H 3.56583 1.80712 -3.90470
H 1.21806 0.51672 3.61165
H 3.88882 -0.58602 -3.78302
H -3.63050 -1.81818 -0.30286
H -1.56413 0.06826 -0.74060
H 0.23483 1.44196 0.22815
H -0.05404 -0.07460 -4.11077
*
```

## Properties
HOMO energy (spin up / spin down) = -14.5 / -14.7 eV
M = 508.608 u
Gap between HOMO and LUMO (spin up / spin down) = 0.295 / 0.141 Eh

---

2.
Density functional theory data (the ωB97M-V functional and the def2-TZVPD basis) for a structure of composition C16H33BF2FeN3O2SbSi.

```
! RIJCOSX wB97M-V def2-TZVPD def2/J DEFGRID3
* xyz -2 1
Sb 1.56774 -0.45496 -0.99800
Fe -0.36124 1.11074 -0.17744
Si -1.45545 -1.46384 1.99031
F -2.46969 0.76361 -2.33516
F -0.46949 1.01289 -3.22371
O 0.45013 1.41658 1.80533
O 2.01117 1.27444 3.23083
N -1.71104 -0.32779 0.74967
N -2.21812 1.82710 0.41054
N 1.63221 1.07767 2.06632
C 0.79766 -1.95077 -2.35701
C 3.98049 -1.00183 0.89600
C 1.74365 -2.93291 -3.03645
C -4.01894 0.47020 1.22802
C 3.10577 -1.72012 -0.12399
C 3.99066 -0.01245 -3.04376
C -3.02368 2.87424 0.33762
C -2.66392 0.60087 0.82219
C 2.84786 0.67249 -2.30870
C -1.45850 -0.69749 3.70537
C -2.44635 4.14857 -0.20835
C 0.18877 -2.33212 1.74872
C -4.83588 1.57685 1.19181
C -2.74318 -2.86866 2.03211
C -4.35503 2.80701 0.74525
C 0.70581 2.80091 -0.75961
B -1.13800 0.92705 -2.00226
H -4.39134 -0.50181 1.52066
H 0.21156 -1.38884 -3.08657
H 2.33955 -3.49510 -2.31297
H -1.20628 -1.43741 4.47236
H 1.01896 -1.64664 1.92978
H 0.65054 3.15074 -1.80239
H 3.71406 -2.10958 -0.94774
H 1.77779 2.68841 -0.52699
H 4.62653 0.71207 -3.56723
H -3.17557 4.65415 -0.84579
H 0.27263 -3.16762 2.45230
H 1.19928 -3.66825 -3.64164
H 0.27922 -2.73715 0.73799
H 0.06820 -2.49351 -1.74848
H -1.54762 3.92951 -0.78054
H -2.43371 -3.62423 2.76342
H 3.63158 -0.71928 -3.79507
H 4.54424 -0.19007 0.42544
H -5.87693 1.48609 1.49164
H -2.82503 -3.35248 1.05546
H -4.98925 3.68204 0.67991
H 2.59616 -2.57201 0.33021
H -0.73051 0.11596 3.73728
H -2.44333 -0.28394 3.94170
H -2.17687 4.82767 0.60515
H 4.64077 -0.57147 -2.36459
H 0.39638 3.63737 -0.11279
H 2.14683 1.15829 -2.99027
H 3.22494 1.47349 -1.66990
H -3.73633 -2.51753 2.32035
H 3.38717 -0.53301 1.68310
H 4.70746 -1.67546 1.36435
H 2.44552 -2.42866 -3.70377
*
```

## Properties
HOMO energy (spin up / spin down) = -0.7 / -0.7 eV
M = 553.958 u
Gap between HOMO and LUMO (spin up / spin down) = 0.209 / 0.209 Eh

---

3.
Density functional theory data (the ωB97M-V functional and the def2-TZVPD basis) for a structure of composition C16H33BF4N11O4.

```
! RIJCOSX wB97M-V def2-TZVPD def2/J DEFGRID3
* xyz -1 1
F -0.64742 -0.37075 0.16753
F 0.18361 0.26181 -1.73012
F 1.49599 0.14293 0.17420
F 0.84477 -1.73835 -0.88480
O 4.16394 -3.00517 -0.72363
O 3.47003 2.03502 -2.71506
O -1.29609 3.82799 -0.61594
O -1.11646 -3.57132 -3.92581
N 2.28234 0.66744 -1.55007
N 3.36519 -1.07985 0.13703
N -0.31066 1.99678 0.12015
N -0.52564 -1.36954 -3.33141
N 0.48140 -3.02667 -2.47884
N 1.27963 1.91654 -2.90166
N -2.33918 -1.15048 -0.86447
N 2.13422 -2.82411 0.15618
N -0.21322 3.33728 2.11006
N -1.02375 1.23519 3.38096
N -1.43782 1.87360 -1.74355
C 2.37928 1.63541 -2.40047
C -4.45798 -1.20790 -0.97355
C 2.41344 0.76939 2.23582
C -1.08141 2.63859 -0.71853
C 0.76220 2.85193 2.42496
C 2.05706 2.24898 2.72832
C 1.31212 -0.31953 2.55077
C -4.00439 -0.56065 -2.12439
C -2.44667 -0.42718 3.05946
C -0.42284 -2.69555 -3.41772
C -3.08493 0.43030 3.98860
C -2.58122 -0.48464 -2.04145
C -3.39744 -1.44718 -0.13721
C 3.27586 -2.34434 -0.16811
C -1.24763 0.14840 2.61561
C -2.11075 1.38430 4.21013
B 0.43109 -0.41137 -0.57599
H 0.42531 -0.04815 1.97804
H 1.27193 -2.29845 0.17205
H -4.09917 0.33753 4.34794
H -0.54090 -0.22213 1.88786
H 2.50943 -0.54723 0.20105
H -5.49503 -1.34035 -0.70265
H -2.95995 -1.28686 2.65461
H -0.07432 2.51102 0.95669
H 2.87647 2.95301 2.58333
H -0.11677 1.00561 0.11120
H 0.49886 1.28511 -2.79303
H -1.96025 2.22660 4.86913
H 1.88367 2.28125 3.80396
H 1.40194 2.48769 -3.72563
H 0.47813 -2.29633 -1.78120
H -1.76367 -0.22206 -2.69648
H 2.08602 -3.81551 -0.03059
H -0.13972 1.72198 3.42138
H 1.13529 -0.24627 3.62384
H 1.07528 -3.84137 -2.41826
H 4.15669 -0.59172 -0.25711
H -1.85862 2.51288 -2.40260
H 2.68769 0.64121 1.18870
H 0.15832 -0.88443 -2.76840
H -3.32636 -1.84912 0.86268
H -1.40344 -1.17770 -0.48531
H 3.16314 0.26693 -1.26045
H -1.25301 0.89169 -1.89120
H -4.56328 -0.16019 -2.95727
H 1.54931 -1.33536 2.23468
H 3.39550 0.58193 2.67001
H 1.47170 0.06535 -1.52895
H -1.25683 -0.97413 -3.90508
*
```

## Properties
HOMO energy = -5.5 eV
M = 530.317 u
Gap between HOMO and LUMO = 0.289 Eh

---

4.
Density functional theory data (the ωB97M-V functional and the def2-TZVPD basis) for a structure of composition C16H33Cl20F3GaS.

```
! RIJCOSX wB97M-V def2-TZVPD def2/J DEFGRID3
* xyz -1 1
Ga -0.68904 -1.42229 2.26226
Cl 0.64289 7.55133 -0.84777
Cl -4.10800 9.10435 0.44905
Cl 7.66704 6.80509 -3.61359
Cl 7.83831 -2.54891 -5.62656
Cl 4.35886 -3.05665 -3.79078
Cl 0.22520 2.02391 -0.50197
Cl 8.64236 -0.81169 -3.42770
Cl -6.26645 -0.63783 0.76577
Cl -2.11112 5.61071 1.86602
Cl 5.00005 -2.63426 -0.97833
Cl -1.44141 10.28133 0.50753
Cl 3.93816 4.15244 -2.27160
Cl -5.32241 -7.59208 2.03388
Cl -4.21897 -2.08758 -0.71931
Cl -3.68627 3.39643 0.80995
Cl -2.06115 0.21802 -0.60574
Cl 6.86299 5.06786 -5.81245
Cl 3.13411 2.41521 -4.47046
Cl -3.64974 -7.31436 4.40548
Cl 0.80747 5.93106 1.57030
S 0.04522 -0.58422 4.31342
F 1.50698 -5.06616 -0.67664
F -0.58133 -4.85971 -1.83492
F 0.67239 -2.84788 -1.46581
C 3.78469 -3.20999 -2.12582
C -5.94982 -1.76603 -0.55793
C -1.47710 1.85142 -0.94658
C -2.74446 -1.59455 2.27809
C -3.32682 -3.12615 2.29381
C 3.36617 2.54159 -2.72247
C 0.34062 -4.17597 -0.88062
C -3.72780 4.90999 1.72247
C 0.34069 -3.10381 1.64701
C -4.56452 -8.43569 3.39006
C 7.09506 5.19424 -4.06446
C -0.52588 -3.93269 0.52925
C -2.68521 -4.09989 3.45303
C -2.52673 9.09320 1.23945
C 1.23829 6.04450 -0.14049
C 8.07038 -2.42253 -3.87857
H 7.11811 -2.61478 -3.37848
H -0.95224 -4.92913 0.97647
H 2.32625 6.01208 -0.23625
H 2.41390 2.34934 -2.22238
H 0.79549 5.20093 -0.67558
H -6.46903 -2.70607 -0.35612
H -2.65614 9.33383 2.29738
H -2.06914 2.56798 -0.37221
H -3.15133 -5.17904 3.26842
H -0.33233 -0.25306 1.18705
H -4.11962 4.71155 2.72295
H -4.48835 -3.03337 2.55319
H -3.88531 -9.19774 3.00023
H -2.93900 -3.74503 4.55232
H 1.46378 -0.49312 4.30167
H -1.58806 2.05330 -2.01472
H 7.83362 4.45323 -3.74912
H -1.51915 -4.22135 3.40164
H -6.31966 -1.33309 -1.49049
H 0.62558 -3.80412 2.56932
H -3.22643 -1.05876 1.33815
H -3.30867 -3.61358 1.20430
H 1.39197 -2.71990 1.23298
H 2.87446 -2.61717 -2.00731
H 4.10474 1.80059 -2.40713
H 8.80894 -3.16354 -3.56323
H -4.37844 5.61945 1.20542
H -1.41833 -3.21253 0.19936
H -2.08555 8.09863 1.13856
H -3.13409 -0.99913 3.23657
H 6.14279 5.00199 -3.56437
H -5.34238 -8.90894 3.99408
H 3.56993 -4.26116 -1.91897
*
```

## Properties
HOMO energy = -4.6 eV
M = 1093.284 u
Gap between HOMO and LUMO = 0.235 Eh